1.
C26H35IrN2 as an isolated structure in a non-equilibrium geometry. Source: the Open Molecules 2025 dataset; level of theory: wB97M-V/def2-TZVPD.

Summary:
maximum force = 3.9 eV/A
total energy = -33337.2902 eV
spin multiplicity = 6
ΔE to the lowest compared entry with this formula, charge and spin = 0.0 kcal/mol
⟨S²⟩ = 8.78
molar mass = 567.797 g/mol
net charge = +1

Geometry (Å):
C 0.78828 -2.36098 0.38702
C 1.75332 -1.53946 -0.40897
C 1.38481 -1.71443 -1.79918
C 0.27326 -2.57190 -1.88067
C -0.11105 -2.97487 -0.59497
Ir 0.21346 -0.39852 0.42392
C -2.68549 1.29166 -0.52712
C -2.21320 0.91174 0.67936
H -2.19126 1.61388 1.50874
C -1.71823 -0.45740 0.94649
H -2.23178 -1.23992 0.38233
H -1.72560 -0.72140 2.01043
C -2.98219 2.72286 -0.85022
H -2.38180 3.40163 -0.23768
H -2.74311 2.91651 -1.90213
H -4.04350 2.96920 -0.70557
C -3.09720 0.27393 -1.56574
H -2.50033 -0.64625 -1.51653
H -4.15371 -0.03353 -1.46803
H -2.97694 0.70135 -2.56846
C 3.12116 -1.20275 0.07175
H 3.07651 -0.83245 1.10043
H 3.77992 -2.08267 0.04144
H 3.56091 -0.41956 -0.55538
C 2.14003 -1.12568 -2.92565
H 2.59026 -0.16487 -2.64319
H 2.95332 -1.79198 -3.24943
H 1.50089 -0.94055 -3.79858
C -0.36578 -3.01917 -3.15237
H -0.35281 -2.22697 -3.91247
H 0.16581 -3.88286 -3.57524
H -1.40695 -3.32098 -2.98759
C -1.16910 -3.94584 -0.24888
H -2.10783 -3.73101 -0.78150
H -0.87765 -4.97551 -0.50614
H -1.38191 -3.92414 0.82601
C 1.19701 -3.04364 1.64976
H 0.31812 -3.25599 2.26738
H 1.70641 -3.99264 1.42903
H 1.88470 -2.41578 2.22093
C 0.26404 1.06297 -1.09467
C 0.81487 2.26073 -0.75015
C -0.22261 0.87606 -2.38305
C 1.03025 3.27429 -1.68556
H 1.19661 2.31718 0.27278
C -0.12140 1.92807 -3.30489
H -0.67941 -0.05934 -2.69022
C 0.55904 3.10178 -2.97953
H 1.56330 4.16782 -1.36978
H -0.58835 1.82086 -4.28983
H 0.73897 3.86416 -3.73732
N 0.98679 2.87185 5.76837
C 0.78033 2.17031 4.62777
C 0.96373 0.77227 4.57324
C 0.77917 0.10460 3.37092
N 0.39448 0.74101 2.23074
C 0.08476 2.06399 2.31810
C 0.34349 2.81606 3.45451
H 1.28714 2.43212 6.62429
H 0.87551 3.87581 5.79518
H 1.24845 0.21950 5.46485
H 0.93067 -0.97656 3.30070
H -0.39306 2.55284 1.45903
H 0.17251 3.89251 3.44119

Cartesian forces, eV/Å:
1.2 -0.9 -1.0
-0.4 -1.4 0.4
0.0 -0.5 -0.4
0.0 0.1 0.1
0.4 -0.2 -0.4
1.5 2.6 -0.6
-1.0 -0.2 0.0
0.1 -0.9 0.1
0.2 0.1 -0.3
-3.8 -0.7 0.7
-0.1 0.1 0.2
-0.1 0.0 -0.1
0.0 0.1 0.0
-0.1 0.0 0.0
0.0 0.0 0.2
0.2 -0.1 -0.1
0.3 0.0 -0.3
-0.1 0.2 -0.1
0.3 0.3 0.2
-0.1 -0.2 0.1
0.3 0.4 -0.1
0.2 0.0 -0.1
-0.1 0.1 0.0
0.0 -0.1 0.2
0.2 0.3 -0.4
-0.1 -0.2 -0.1
-0.1 0.1 0.1
0.2 -0.1 0.2
-0.2 0.0 -0.2
0.0 -0.2 0.2
-0.1 0.2 0.1
0.2 0.0 -0.1
-0.5 -0.2 0.2
0.2 -0.1 0.1
-0.1 0.2 0.0
0.0 0.0 -0.2
-0.3 -0.1 0.3
0.2 -0.1 0.1
-0.1 0.2 0.0
0.0 -0.2 0.0
-0.5 -1.0 -0.8
1.2 0.7 0.6
0.1 0.7 -0.6
0.0 -0.1 0.3
0.2 0.6 -0.5
-0.2 -0.4 -0.1
0.1 0.1 0.1
0.0 0.1 0.0
-0.1 -0.1 -0.2
0.4 0.0 0.3
-0.2 -0.1 0.2
0.0 0.0 -0.1
0.1 0.1 0.2
-0.1 -0.3 -0.5
0.1 0.9 0.2
0.1 0.8 1.5
0.5 0.3 0.7
-0.3 -0.4 -0.5
0.0 0.0 -0.2
0.0 -0.3 -0.1
0.0 0.1 -0.2
0.0 0.5 0.0
0.6 -0.4 0.4
-0.1 -0.3 0.0

Mulliken atomic charge list, values in e, 5 entries:
1 C 1.54
2 C 0.87
3 C 0.25
4 C 1.36
5 C -0.23

2.
C26H35MnO2 as an isolated structure in a non-equilibrium geometry. Source: the Open Molecules 2025 dataset; level of theory: wB97M-V/def2-TZVPD.

Summary:
maximum force = 2.3 eV/A
total energy = -62934.0525 eV
spin multiplicity = 4
ΔE to the lowest compared entry with this formula, charge and spin = 13.8 kcal/mol
⟨S²⟩ = 3.87
molar mass = 434.502 g/mol
net charge = +1

Geometry (Å):
O -0.42652 0.71862 -2.04019
C 0.84233 1.34465 -2.40449
C 0.13292 2.60937 -2.88996
H 1.39956 0.80929 -3.17574
H 1.45350 1.45851 -1.49922
C -1.13746 1.96105 -2.23655
H 0.00700 2.63942 -3.98116
H 0.48578 3.54681 -2.45336
C -2.36390 1.70130 -3.06138
H -2.15842 1.06283 -3.92332
H -2.81911 2.64348 -3.38542
H -3.09816 1.17531 -2.44096
C -1.55135 2.70831 -0.98495
H -0.74849 2.76541 -0.23948
H -2.41731 2.23093 -0.52409
H -1.84746 3.73358 -1.27287
Mn -0.51357 0.73263 2.20176
C 0.45679 1.97103 3.56974
C 1.19005 0.73960 3.43491
C 1.63207 0.62234 2.06614
H 1.46098 0.06839 4.25025
C 1.17532 1.79124 1.35941
C 0.44559 2.62295 2.27930
H 0.04907 3.62357 2.06654
H 0.07892 2.39200 4.50057
H 2.26066 -0.16872 1.66367
H 1.46959 2.06463 0.34693
C -1.76444 0.00076 3.71778
C -2.24424 1.28364 3.23943
C -2.61021 1.13935 1.85186
H -2.41018 2.17978 3.83556
C -2.30421 -0.20682 1.45040
C -1.79682 -0.91603 2.60717
H -1.57238 -1.97352 2.64716
H -1.50541 -0.24635 4.74950
H -3.14901 1.87933 1.26771
H -2.48839 -0.63906 0.46035
O -0.42139 -0.53660 -4.11378
C -0.74024 -0.08397 -5.44523
C -0.01185 -0.91978 -6.49955
H -0.48034 0.98150 -5.52880
H -1.82963 -0.15169 -5.55465
C 0.84296 -1.91098 -5.68497
H 0.60980 -0.28014 -7.13044
H -0.74221 -1.42355 -7.13967
C 0.39971 -1.71444 -4.22296
H 1.90315 -1.65388 -5.76537
H 0.71620 -2.94670 -5.99990
H 1.22512 -1.56109 -3.51583
H -0.20480 -2.56318 -3.85940
C 0.93367 -2.70844 1.66464
C 1.44225 -2.74406 2.96321
C 2.84809 -2.54614 3.17949
C 3.35220 -2.46063 4.46275
C 2.50003 -2.53510 5.57835
C 1.12256 -2.76144 5.39453
C 0.59778 -2.89471 4.11840
H 1.59932 -2.53572 0.82185
H -0.11213 -2.94650 1.49755
H 3.49595 -2.48594 2.29924
H 4.42834 -2.31551 4.60667
H 2.91493 -2.45854 6.58866
H 0.45923 -2.80895 6.26370
H -0.46176 -3.10344 3.96850

Cartesian forces, eV/Å:
0.8 0.7 1.3
-0.5 -0.2 0.1
-0.7 -0.5 0.0
-0.2 -0.2 0.2
0.1 0.1 -0.3
0.4 0.6 -0.3
0.4 0.2 0.4
-0.2 0.0 -0.3
-0.4 0.0 -0.5
0.0 0.4 0.3
0.0 -0.1 0.0
0.0 0.0 -0.1
0.0 0.2 0.3
-0.1 0.0 -0.2
0.1 0.0 -0.1
0.1 -0.4 0.2
-0.1 0.4 0.1
0.9 0.2 -0.7
0.5 0.2 -0.5
-0.3 1.1 0.5
-0.3 0.0 -0.4
0.5 0.2 1.0
0.7 -0.2 -0.1
0.0 -0.7 0.0
-0.1 -0.3 -0.4
-0.4 0.2 0.1
-0.5 -0.2 0.3
-1.0 -0.4 -0.7
-0.7 -1.0 -0.3
0.3 -0.6 0.7
0.2 -0.3 -0.2
0.0 0.0 0.8
-1.0 1.0 0.2
0.2 0.4 0.0
0.2 0.1 -0.5
0.5 -0.1 0.1
0.3 0.3 0.5
0.6 -0.7 -2.1
-0.5 0.3 0.3
-0.1 -0.1 0.2
0.0 -0.2 0.1
0.1 0.0 -0.2
0.2 0.4 0.4
-0.1 -0.2 0.0
0.2 0.0 0.1
-0.6 -0.1 0.6
-0.1 -0.1 -0.1
0.0 0.1 0.0
0.0 -0.2 -0.2
0.3 0.1 -0.1
-0.1 -0.4 0.1
0.3 0.2 0.5
-0.5 -0.1 0.1
0.2 0.1 0.1
-0.1 -0.1 0.0
0.1 0.1 0.0
0.5 0.1 -0.3
-0.3 -0.1 0.1
0.2 0.1 -0.3
-0.1 0.0 0.4
-0.4 -0.1 0.0
-0.2 0.0 -0.4
0.3 -0.1 -0.3
0.3 0.0 0.1

Mulliken atomic charge list, values in e, 5 entries:
1 O -0.44
2 C -0.13
3 C -0.99
4 H 0.28
5 H 0.02

3.
C26H36As2BaN3O as an isolated structure. Source: the Open Molecules 2025 dataset; level of theory: wB97M-V/def2-TZVPD.

Summary:
maximum force = 0.2 eV/A
total energy = -156431.8564 eV
ΔE to the lowest compared entry with this formula, charge and spin = 0.0 kcal/mol
molar mass = 693.766 g/mol
net charge = +1

Geometry (Å):
Ba -0.01015 0.07300 -0.37156
C -2.06432 -4.33117 -0.81837
As -1.03671 -2.98839 -1.78656
C -1.94868 -3.11979 -3.50928
C 0.60471 -3.96582 -2.21101
C 0.66895 -5.34009 -1.98821
C 1.81628 -6.06121 -2.27970
C 2.92067 -5.41297 -2.80748
C 2.86855 -4.04701 -3.03469
C 1.72493 -3.30902 -2.73809
As 1.71094 -1.38605 -3.09506
C 3.60942 -0.95403 -2.97498
C 1.52381 -1.43978 -5.03773
H -2.25691 -5.21046 -1.43044
H -3.01719 -3.88011 -0.54457
H -1.54332 -4.62174 0.09225
H -1.93118 -4.15041 -3.85987
H -1.45588 -2.48344 -4.24210
H -2.98004 -2.78809 -3.39671
H -0.18175 -5.86634 -1.57719
H 1.84407 -7.12669 -2.09362
H 3.82159 -5.96522 -3.03944
H 3.74073 -3.55516 -3.44515
H 4.19296 -1.47361 -3.73237
H 3.98311 -1.20809 -1.98410
H 3.72143 0.11889 -3.12632
H 2.30093 -2.07615 -5.45881
H 1.60820 -0.43610 -5.45062
H 0.55169 -1.85191 -5.30104
C 1.47619 3.58819 0.18763
N 1.49346 2.17017 0.54395
C 2.26660 1.82409 1.51986
C 2.33136 0.51654 2.07606
C 3.15264 0.08420 3.12172
C 2.86460 -1.26601 3.31774
C 1.88321 -1.58871 2.37952
N 1.54562 -0.52728 1.62110
C 0.26857 4.26535 0.79297
C 0.37596 4.96066 1.99306
C -0.74187 5.53727 2.58030
C -1.98478 5.42142 1.97191
C -2.10282 4.72851 0.77439
C -0.98066 4.15790 0.19103
H 1.44388 3.68748 -0.89994
H 2.38661 4.08819 0.53526
H 2.92617 2.56838 1.97897
H 3.86646 0.68680 3.66271
H 3.30604 -1.93063 4.04218
H 1.40965 -2.54947 2.22733
H 1.34540 5.05978 2.46764
H -0.63962 6.08824 3.50629
H -2.85371 5.88838 2.41779
H -3.06540 4.65595 0.28325
H -1.07463 3.64312 -0.76053
C -4.53351 1.73602 1.39839
N -3.46739 1.92451 2.37422
C -3.73209 2.68058 3.59406
C -2.25711 1.44879 2.08846
C -1.15706 1.63519 3.09156
O -2.05219 0.87408 0.99415
H -5.48102 2.00609 1.85506
H -4.57437 0.69620 1.08118
H -4.36826 2.35554 0.51548
H -4.65283 3.24192 3.46187
H -2.93203 3.39142 3.78881
H -3.84894 2.02346 4.45739
H -1.48516 1.39624 4.10235
H -0.83657 2.68108 3.07715
H -0.30721 1.00734 2.83049

Cartesian forces, eV/Å:
-0.1 0.1 0.1
0.0 0.0 0.0
0.1 0.0 0.0
0.0 0.0 0.0
0.0 0.0 0.0
0.0 0.0 0.0
0.0 0.0 0.0
0.0 0.0 0.0
0.0 0.0 0.0
0.0 0.0 0.0
0.0 0.0 0.0
0.0 0.0 0.0
0.0 0.0 0.0
0.0 0.0 0.0
0.0 0.0 0.0
0.0 0.0 0.0
0.0 0.0 0.0
0.0 0.0 0.0
0.0 0.0 0.0
0.0 0.0 0.0
0.0 0.0 0.0
0.0 0.0 0.0
0.0 0.0 0.0
0.0 0.0 0.0
0.0 0.0 0.0
0.0 0.0 0.0
0.0 0.0 0.0
0.0 0.0 0.0
0.0 0.0 0.0
0.0 0.0 0.1
0.0 0.0 -0.1
0.0 0.0 0.0
0.0 0.0 0.0
0.0 0.0 0.0
0.0 0.0 0.0
0.0 0.0 0.0
0.0 0.0 -0.1
0.0 0.0 0.0
0.0 0.0 0.0
0.0 0.0 0.0
0.0 0.0 0.0
0.0 0.0 0.0
0.0 0.0 0.0
0.0 0.0 0.0
0.0 0.0 0.0
0.0 0.0 0.0
0.0 0.0 0.0
0.0 0.0 0.0
0.0 0.0 0.0
0.0 0.0 0.0
0.0 0.0 0.0
0.0 0.0 0.0
0.0 0.0 0.0
0.0 0.0 0.0
0.0 0.0 0.0
0.0 0.0 0.0
0.0 0.0 0.0
0.0 0.0 -0.1
0.0 0.0 0.0
0.0 0.0 0.1
0.0 0.0 0.0
0.0 0.0 0.0
0.0 0.0 0.0
0.0 0.0 0.0
0.0 0.0 0.0
0.0 0.0 0.0
0.0 0.0 0.0
0.0 0.0 0.0
0.0 0.0 0.0

Mulliken atomic charge list, values in e, 5 entries:
1 Ba 1.57
2 C -1.36
3 As 0.44
4 C -0.99
5 C 0.39